Record 1
CH9N4 as an isolated structure, computed with ωB97M-V/def2-TZVPD.

Results
HOMO energy	-14.23	eV
LUMO	-3.65	eV
calculated total energy	-262.23243	a.u.
total charge	+1

CARTESIAN COORDINATES (ANGSTROEM)
N1 -2.72 -0.16 0.05
H1 3.00 1.81 0.46
C1 0.51 -0.60 -0.33
N2 2.38 0.94 0.43
H2 -1.49 0.09 -0.29
H3 2.93 0.27 -0.11
H4 -2.68 -0.36 1.04
H5 2.27 0.53 1.41
H6 1.73 -2.22 -0.24
H7 -0.05 1.22 -0.84
H8 -3.31 0.66 0.10
N3 0.93 -1.69 -0.69
N4 -0.36 0.32 -0.34
H9 -3.14 -0.81 -0.64

Record 2
C5H10O as an isolated structure, computed with ωB97M-V/def2-TZVPD.

Results
HOMO energy	-9.23	eV
LUMO	0.69	eV
calculated total energy	-271.58688	a.u.

CARTESIAN COORDINATES (ANGSTROEM)
H1 -1.70 0.07 -0.56
H2 0.87 -1.60 -0.87
C1 0.64 0.68 1.24
H3 0.55 1.52 1.93
O1 1.43 0.98 -1.07
H4 1.66 0.29 1.28
H5 -0.41 2.10 -0.56
H6 -0.78 -2.26 -1.06
C2 0.47 0.83 -0.26
C3 -0.68 -0.23 -0.28
H7 -0.14 -1.04 -2.20
H8 -1.34 -0.11 1.86
C4 -0.48 -0.39 1.25
H9 -0.16 -1.40 1.56
H10 0.24 1.92 -1.10
C5 -0.16 -1.36 -1.15

Record 3
A single C20H25NO4 molecule, computed with ωB97M-V/def2-TZVPD.

Results
HOMO energy	-8.68	eV
LUMO	0.18	eV
calculated total energy	-1132.85609	a.u.

CARTESIAN COORDINATES (ANGSTROEM)
C1 -2.48 -1.27 3.43
H1 -0.32 -0.34 5.83
C2 1.56 -0.11 -3.02
H2 3.22 -0.53 -1.74
C3 3.07 1.61 -2.05
C4 -1.68 -0.85 -0.38
C5 -0.80 -0.56 -2.59
N1 -2.08 0.09 3.09
H3 2.83 2.28 -2.88
C6 -2.43 0.79 2.00
H4 -3.20 -1.69 -3.18
C7 4.47 1.94 -1.53
H5 5.21 1.68 -2.28
O1 -0.40 -0.28 -6.01
C8 0.67 -0.45 -0.69
C9 -0.40 -0.69 0.14
C10 -1.17 0.64 4.07
C11 0.49 -0.37 -2.07
H6 -3.63 -0.04 -2.74
O2 -2.74 -1.11 0.47
H7 -0.39 1.21 3.57
H8 2.01 0.11 -5.08
H9 -4.26 -0.27 1.49
H10 -3.57 -1.37 3.42
H11 4.85 0.16 -0.35
O3 -2.04 1.93 1.80
C12 4.80 1.24 -0.22
H12 2.34 1.79 -1.26
H13 -3.58 0.77 0.20
H14 5.77 1.57 0.15
H15 -2.59 -1.18 5.59
C13 -0.66 -0.58 4.83
C14 -3.25 -0.99 -2.35
C15 -1.90 -0.80 -1.75
H16 -0.25 -0.74 1.21
H17 0.16 -1.05 4.29
H18 3.65 0.01 -3.37
C16 -3.34 0.06 1.00
C17 2.95 0.16 -2.54
H19 -3.95 -1.37 -1.60
C18 -0.08 -0.29 -4.84
H20 1.65 -0.32 -0.26
H21 -2.07 -1.98 2.70
O4 -1.06 -0.52 -3.91
H22 4.05 1.46 0.54
H23 -1.71 1.33 4.74
H24 4.52 3.02 -1.37
C19 1.26 -0.08 -4.33
C20 -1.89 -1.50 4.82
H25 -1.64 -2.54 4.99

Computed frontier orbital gap (eV) in order:
10.58, 9.92, 8.86
Computed energy relative to the best compared isomer or geometry (same formula, charge and spin) (kcal per mole) in order:
70.2, 104.0, 29.8
Computed max |F| (eV/A) in order:
3.81, 2.67, 1.02